[1]
Below is a structure of composition C3H5NS at a distorted geometry, with properties calculated with ωB97M-V with the def2-TZVPD basis set.

The total energy comes out at -15514.999 eV. Its max |F| is 4.7 eV/A.

Cartesian coordinates (Å):
1 S -0.54 1.75 0.47
2 N -1.88 0.65 0.54
3 C -1.02 -0.43 -0.02
4 C 0.16 0.24 0.08
5 C 1.58 -0.25 -0.19
6 H -1.21 -1.47 -0.14
7 H 2.11 0.38 -0.80
8 H 2.20 -0.56 0.62
9 H -2.81 0.97 0.17
10 H 1.41 -1.27 -0.73

=====

[2]
Below is a structure of composition C3H5NS at a distorted geometry, with properties calculated with ωB97M-V with the def2-TZVPD basis set.

The total energy comes out at -15515.703 eV. Its max |F| is 5.1 eV/A.

Cartesian coordinates (Å):
1 S 1.18 -0.03 -1.33
2 N 0.53 0.00 0.91
3 C -0.18 0.05 -0.09
4 C 1.81 -0.23 0.43
5 C -1.65 0.19 -0.16
6 H -2.03 -0.53 -0.91
7 H -2.08 1.04 -0.73
8 H -2.25 0.18 0.74
9 H 2.50 0.53 0.63
10 H 2.18 -1.19 0.50

=====

[3]
Below is an isolated molecule of C3H5NSSi at a distorted geometry, with properties calculated with ωB97M-V with the def2-TZVPD basis set.

The total energy comes out at -23389.360 eV. Its max |F| is 2.3 eV/A.

Cartesian coordinates (Å):
1 S 2.51 0.24 -1.97
2 Si -1.11 0.27 0.99
3 N 1.65 -0.28 0.39
4 C 2.78 -0.03 -0.28
5 C 0.48 -0.47 0.28
6 C 0.92 0.02 -2.17
7 H -0.58 0.34 2.41
8 H -1.30 1.70 0.50
9 H 3.66 0.10 0.29
10 H -2.47 -0.64 0.91
11 H 0.75 -0.08 -3.29

=====

[4]
Below is a cluster of 2 separate species, C3H5O2 in total at a distorted geometry, with properties calculated with ωB97M-V with the def2-TZVPD basis set.

The total energy comes out at -7283.540 eV. As for the spin multiplicity: 2. Its max |F| is 2.8 eV/A.

Cartesian coordinates (Å):
1 O -1.44 0.53 0.69
2 O -1.78 -1.36 -0.52
3 C 1.37 -0.45 -0.06
4 C 1.49 0.87 -0.05
5 C -2.09 -0.33 0.08
6 H 2.43 1.38 -0.22
7 H 2.21 -1.11 -0.25
8 H 0.39 -0.89 0.11
9 H -3.19 -0.13 0.10
10 H 0.61 1.47 0.13

=====

The following M values (in g/mol) correspond, in order, to the records above: 87.1; 87.1; 115.2; 73.1.
The following relative energy (zero: lowest compared OMol25 entry of this formula, charge and spin) values (in kJ/mol) correspond, in order, to the records above: 180.7; 112.9; 420.9; 166.3.